1.
Entry from the Open Molecules 2025 dataset: a 2-piece molecular cluster, C2H4N2O2S overall (ωB97M-V with the def2-TZVPD basis set).

Frontier orbital gap = 8.4 eV
ΔE to the lowest compared entry with this formula, charge and spin = 8.520 eV
SMILES string = [O-][N+]1=CN1O.C=S
E = -736.49181 Ha

```
! wB97M-V def2-TZVPD RIJCOSX def2/J DEFGRID3
* xyz 0 1
S 0.554 -0.430 2.448
O -0.915 -0.457 -1.316
O 0.819 2.286 -0.939
N 0.407 -0.111 -1.759
N 0.918 1.107 -0.918
C 1.304 -0.042 -0.601
C -0.966 -0.384 1.834
H -1.469 0.530 1.875
H -1.295 -0.660 -2.221
H 1.894 -0.611 0.204
H -1.250 -1.228 1.392
*
```

2.
Entry from the Open Molecules 2025 dataset: C49H54Cl3GeN10SeTi as an isolated structure (ωB97M-V with the def2-TZVPD basis set).

<S²> = 2.03
Frontier orbital gap (alpha / beta) = 5.1 / 6.5 eV
ΔE to the lowest compared entry with this formula, charge and spin = 0.121 eV
E = -9155.62295 Ha

```
! wB97M-V def2-TZVPD RIJCOSX def2/J DEFGRID3
* xyz -1 3
Se -3.696 -1.186 0.522
Ge -5.930 -1.827 -2.028
Ti 0.728 0.571 -0.446
Cl -0.955 -3.885 3.149
Cl 0.007 -4.676 0.188
Cl 2.057 -3.704 2.035
N -0.260 -0.635 -1.900
N -0.084 -1.045 0.677
N 0.588 2.238 -0.947
N -1.527 0.075 2.753
N 2.490 0.154 0.598
N 0.493 1.535 1.536
N -4.004 1.235 3.175
N 2.307 0.261 -2.043
N 1.289 7.565 5.177
N 5.061 0.382 1.709
C -1.165 -2.533 -2.739
C -2.249 2.954 -1.454
C 0.743 -1.432 -2.420
C 0.783 3.936 2.996
C 1.728 2.033 1.839
C -5.296 -3.682 -2.341
C 4.687 -0.682 0.957
C 0.269 6.754 5.416
C 4.502 1.707 -4.670
C 2.036 -0.910 -2.523
C 0.938 5.184 3.730
C -1.717 4.807 0.134
C -1.764 1.334 2.384
C 2.010 6.049 3.479
C -1.395 -1.309 -2.099
C -3.045 1.880 2.534
C 0.497 5.630 0.345
C 3.539 0.842 -2.513
C -0.471 3.335 2.801
C 2.822 1.186 1.450
C 0.043 5.573 4.735
C -2.686 1.644 -0.807
C -7.924 -1.839 -2.112
C 3.415 3.801 -0.392
C 0.992 4.574 -0.388
C 3.128 2.299 -6.544
C -3.723 0.020 3.620
C 0.246 -2.143 0.901
C 0.140 3.446 -0.663
C 3.379 1.358 -3.930
C -3.430 -3.096 0.699
C 0.532 -3.428 1.259
C 2.133 7.206 4.220
C -0.557 2.129 2.121
C 2.004 1.964 -5.811
C 0.199 -2.616 -2.945
C -0.836 5.702 0.720
C 1.887 3.218 2.561
C 2.125 1.499 -4.513
C 2.359 4.699 -1.026
C 2.234 4.384 -2.518
C 4.378 2.181 -5.963
C -2.503 -0.591 3.339
C -1.667 2.668 -2.842
C -1.269 3.732 -0.605
C -5.202 -0.640 -3.447
C 3.434 -0.781 0.408
C 4.129 1.274 1.949
C -5.529 -1.126 -0.203
H 1.881 3.362 -2.631
H -5.604 -4.018 -3.329
H 2.952 7.892 4.049
H 2.719 5.821 2.699
H 5.265 2.447 -6.518
H -5.775 -0.063 -0.184
H -5.708 -4.366 -1.605
H 4.354 0.095 -2.512
H -3.295 1.826 0.076
H -1.905 -3.253 -3.036
H -5.616 -0.918 -4.414
H 4.419 2.093 2.596
H -2.656 -3.225 1.453
H -3.286 1.076 -1.518
H -0.843 1.958 -2.748
H -1.363 3.779 3.206
H -0.397 7.078 6.208
H 2.785 -1.471 -3.100
H -3.290 2.864 2.155
H 1.021 2.052 -6.248
H -5.455 0.400 -3.257
H 1.234 1.254 -3.948
H 3.193 4.488 -3.026
H 5.438 -1.447 0.826
H -2.785 4.962 0.231
H -8.327 -2.470 -1.324
H 1.520 5.059 -2.986
H -2.432 2.244 -3.491
H -8.323 -0.837 -1.978
H -4.214 -3.736 -2.287
H -2.353 -0.919 -1.803
H 5.484 1.609 -4.228
H 0.755 -3.415 -3.400
H -4.120 -0.722 -3.508
H -8.272 -2.222 -3.067
H -1.192 6.496 1.362
H 3.033 2.782 -0.377
H 2.681 5.746 -0.919
H -3.091 -3.514 -0.246
H -6.176 -1.616 0.528
H 1.165 6.436 0.626
H -1.294 3.584 -3.298
H 3.624 4.110 0.629
H 4.343 3.846 -0.962
H -3.136 3.591 -1.581
H 3.031 2.661 -7.556
H -4.356 -3.562 1.023
H -2.289 -1.617 3.607
H 3.157 -1.642 -0.193
H -4.498 -0.468 4.192
H 3.832 1.668 -1.860
H -0.795 4.946 4.998
H 2.878 3.558 2.814
H -1.799 1.060 -0.515
*
```

3.
Entry from the Open Molecules 2025 dataset: a 11-piece molecular cluster, C6H34NO11 overall (ωB97M-V with the def2-TZVPD basis set).

Frontier orbital gap = 9.2 eV
ΔE to the lowest compared entry with this formula, charge and spin = 3.302 eV
E = -1131.37668 Ha

```
! wB97M-V def2-TZVPD RIJCOSX def2/J DEFGRID3
* xyz -1 1
O 1.468 1.109 -2.630
O -1.318 4.043 2.273
O 1.505 -2.246 0.735
O 0.251 3.256 -1.833
O 1.505 -1.066 -1.618
O 0.013 -2.876 -2.948
O -0.799 -0.052 -3.239
O 3.645 -1.016 1.956
O 2.955 -3.181 -1.293
O -1.650 2.660 -0.061
O -0.804 -2.936 1.978
N -1.611 -0.047 1.698
C 0.338 1.460 1.116
C -0.234 0.433 2.085
C -1.768 -1.065 0.580
C -3.228 -0.821 -0.001
C -1.678 -2.567 0.910
C 0.820 2.739 1.809
H -1.838 3.227 2.168
H -3.384 -1.716 -0.608
H -1.639 1.753 0.258
H 0.585 3.578 -0.983
H 0.129 3.358 2.412
H -0.586 -2.102 -2.971
H 0.956 -1.513 -2.290
H -2.700 -3.041 1.061
H -0.256 -3.351 -2.152
H 1.624 0.009 -1.918
H 2.894 -1.461 1.517
H 3.424 -0.089 2.032
H -1.056 -0.905 -0.253
H -1.919 -0.602 2.500
H -3.072 -0.050 -0.762
H 2.203 -2.825 0.308
H -1.388 -3.168 0.014
H 1.216 1.141 0.508
H 2.107 1.158 -3.343
H -0.479 1.773 0.463
H 0.030 0.466 -2.905
H 3.914 -3.029 -1.332
H 1.195 -1.687 -0.024
H 2.772 -2.207 -1.590
H 0.093 -2.821 1.577
H -1.333 4.299 1.342
H 1.031 3.384 0.948
H 0.319 -0.502 2.283
H 0.849 2.460 -2.013
H -0.458 0.918 3.055
H -1.344 0.739 -3.091
H 1.777 2.684 2.380
H -1.064 2.852 -0.831
H -4.011 -0.559 0.724
*
```